The following is a DFT calculation (ωB97M-V/def2-TZVPD) of a cluster of 6 separate species, C6H26N2O5 in total.

Kohn-Sham gap (alpha / beta) (eV): 10.88 / 5.24
2S+1: 2
Net charge: +1
Calculated total energy (Ha): -729.59785

Positions of all 39 atoms, in Å:
C (-2.260, -0.654, -1.250)
N (-0.850, -0.410, -0.999)
C (-0.119, 0.224, -2.099)
C (1.378, -0.115, -2.102)
C (2.093, 0.083, -0.774)
N (2.014, 1.469, -0.294)
C (-2.973, -1.189, -0.004)
C (-3.320, -0.093, 1.006)
H (-2.802, 0.260, -1.561)
H (-2.344, -1.380, -2.064)
H (-0.746, 0.132, -0.124)
H (-0.288, 1.306, -2.038)
H (-0.568, -0.138, -3.028)
H (1.537, -1.159, -2.389)
H (1.810, 0.509, -2.889)
H (1.640, -0.545, -0.003)
H (3.125, -0.267, -0.845)
H (2.339, 2.132, -0.988)
H (2.603, 1.559, 0.530)
H (-3.870, -1.732, -0.311)
H (-2.366, -1.945, 0.503)
H (-2.413, 0.400, 1.362)
H (-3.837, -0.520, 1.864)
H (-3.951, 0.668, 0.550)
H (2.394, -0.280, 2.404)
H (3.852, -0.062, 2.861)
O (3.130, 0.382, 2.398)
H (0.892, 2.706, -0.632)
H (-0.300, 2.629, 0.298)
O (-0.023, 3.021, -0.547)
H (1.153, 1.472, 1.232)
H (0.409, 1.727, 2.580)
O (0.279, 1.412, 1.671)
H (0.766, -1.798, 1.590)
H (0.409, -0.366, 2.073)
O (0.843, -1.188, 2.360)
H (-0.001, -2.032, -0.425)
H (-0.112, -3.494, 0.025)
O (0.474, -2.724, 0.058)

***

The following is a DFT calculation (ωB97M-V/def2-TZVPD) of a cluster of 8 separate species, C6H26O8 in total.

Kohn-Sham gap (eV): 10.05
2S+1: 1
Net charge: 0
SMILES: CC[C@H](C)CC=O.O.O.O.O.O.O.O
Calculated total energy (Ha): -846.07891

Positions of all 40 atoms, in Å:
O (1.546, -0.773, -2.394)
C (1.001, 0.201, -1.921)
C (0.603, 0.437, -0.482)
C (-0.932, 0.487, -0.380)
C (-1.448, -0.851, 0.277)
C (-1.366, 1.507, 0.693)
C (-1.508, 2.978, 0.243)
H (0.668, 0.967, -2.644)
H (0.959, 1.427, -0.227)
H (1.102, -0.272, 0.174)
H (-1.410, 0.655, -1.345)
H (-1.786, -1.566, -0.493)
H (-0.575, -1.281, 0.759)
H (-2.396, -0.750, 0.789)
H (-0.728, 1.350, 1.569)
H (-2.324, 1.211, 1.115)
H (-1.032, 3.185, -0.714)
H (-2.574, 3.208, 0.245)
H (-1.068, 3.578, 1.041)
H (-0.830, -2.057, 3.166)
H (0.573, -1.447, 3.074)
O (0.056, -2.124, 3.513)
H (2.258, -2.268, -1.808)
H (3.559, -2.651, -1.290)
O (2.636, -2.927, -1.185)
H (-2.425, 3.062, -2.957)
H (-2.879, 1.583, -2.757)
O (-2.422, 2.185, -3.347)
H (2.435, -2.275, 0.314)
H (2.333, -2.704, 1.797)
O (2.325, -1.922, 1.235)
H (1.639, -0.222, 2.338)
H (1.433, 0.289, 3.746)
O (1.289, 0.536, 2.825)
H (3.604, 2.054, -1.933)
H (2.397, 2.895, -1.716)
O (2.664, 1.967, -1.724)
H (-4.526, -0.762, 0.816)
H (-4.115, -0.905, 2.247)
O (-4.709, -1.292, 1.595)

***

The following is a DFT calculation (ωB97M-V/def2-TZVPD) of a structure of composition C6H27B3LiN.

Kohn-Sham gap (eV): 4.07
2S+1: 1
Net charge: -2
Calculated total energy (Ha): -380.93157

Positions of all 38 atoms, in Å:
Li (0.635, 0.103, -0.516)
B (0.892, 2.722, 0.047)
H (0.838, 2.763, 1.124)
H (1.225, 3.694, -0.283)
H (1.565, 1.936, -0.257)
H (-0.048, 2.549, -0.455)
B (2.148, -0.303, -0.118)
H (1.794, -0.494, -1.119)
H (3.203, -0.521, -0.063)
H (1.932, 0.704, 0.205)
H (1.655, -0.964, 0.578)
B (0.522, 1.006, -1.800)
H (0.503, 1.553, -2.729)
H (0.232, -0.014, -1.995)
H (1.521, 1.153, -1.417)
H (-0.209, 1.414, -1.119)
C (-0.964, 1.631, 1.435)
C (-1.490, 0.669, 0.355)
N (-0.523, -0.450, 0.142)
C (-0.190, -1.284, 1.329)
C (-1.338, -2.000, 2.043)
C (-0.994, -1.250, -1.030)
C (-0.029, -2.342, -1.532)
H (-1.531, 2.510, 1.741)
H (0.086, 1.837, 1.228)
H (-0.894, 1.038, 2.347)
H (-2.521, 0.380, 0.553)
H (-1.595, 1.189, -0.598)
H (0.541, -2.023, 1.001)
H (0.357, -0.652, 2.029)
H (-2.006, -2.498, 1.341)
H (-1.038, -2.707, 2.818)
H (-1.980, -1.261, 2.522)
H (-1.180, -0.672, -1.934)
H (-1.974, -1.699, -0.866)
H (-0.158, -2.674, -2.562)
H (0.069, -3.190, -0.855)
H (0.945, -1.856, -1.591)

***

The following is a DFT calculation (ωB97M-V/def2-TZVPD) of a cluster of 7 separate species, C6H27NO6 in total.

Kohn-Sham gap (eV): 9.78
2S+1: 1
Net charge: 0
SMILES: CCCNCCC.O.O.O.O.O.O
Calculated total energy (Ha): -750.87205

Positions of all 40 atoms, in Å:
C (-1.478, 0.182, -0.209)
N (-0.315, 1.010, 0.075)
C (0.041, 0.972, 1.514)
C (1.147, 2.087, 1.918)
C (0.325, 3.128, 2.723)
C (-2.732, 1.005, -0.649)
C (-3.798, -0.066, -1.094)
H (-1.361, -0.433, -1.044)
H (-1.841, -0.369, 0.605)
H (-0.483, 2.016, -0.266)
H (0.811, 0.118, 1.650)
H (-0.830, 0.891, 2.209)
H (1.644, 2.689, 1.164)
H (1.912, 1.670, 2.584)
H (-0.559, 2.816, 3.316)
H (1.062, 3.770, 3.113)
H (-0.070, 3.796, 2.036)
H (-2.449, 1.559, -1.563)
H (-3.241, 1.737, -0.049)
H (-3.404, -0.991, -1.454)
H (-4.358, 0.384, -1.887)
H (-4.522, -0.338, -0.321)
H (-1.327, -2.978, 2.343)
H (-0.897, -1.678, 1.508)
O (-0.838, -2.158, 2.318)
H (2.329, -0.467, -2.831)
H (1.406, 0.219, -1.772)
O (1.851, -0.659, -2.036)
H (1.821, -2.919, 0.354)
H (1.655, -3.845, 1.504)
O (2.141, -3.729, 0.706)
H (-0.612, 0.137, -2.561)
H (-1.044, 0.350, -4.154)
O (-0.409, 0.309, -3.412)
H (3.339, 0.970, -0.199)
H (2.365, 1.809, -0.828)
O (3.283, 1.442, -0.973)
H (0.593, -1.925, -0.869)
H (-0.024, -3.198, -0.280)
O (0.130, -2.294, -0.112)

***

The following is a DFT calculation (ωB97M-V/def2-TZVPD) of a cluster of 7 separate species, C6H27NO7 in total.

Kohn-Sham gap (eV): 9.82
2S+1: 1
Net charge: 0
SMILES: C[C@@H](O)CCN(C)C.O.O.O.O.O.O
Calculated total energy (Ha): -826.10852

Positions of all 41 atoms, in Å:
C (0.180, -0.614, 0.098)
C (0.957, -0.964, 1.366)
C (2.377, -1.339, 1.180)
O (0.755, -0.031, 2.446)
C (-0.373, -1.858, -0.680)
N (-0.562, -1.259, -2.072)
C (0.523, -1.828, -2.891)
C (-1.897, -1.509, -2.631)
H (-0.716, 0.013, 0.179)
H (0.857, -0.039, -0.592)
H (0.321, -1.825, 1.849)
H (2.716, -1.625, 2.227)
H (2.485, -2.127, 0.516)
H (3.165, -0.649, 0.715)
H (1.159, 0.784, 2.341)
H (0.369, -2.732, -0.628)
H (-1.296, -2.141, -0.241)
H (0.803, -1.078, -3.905)
H (0.504, -2.878, -3.028)
H (1.407, -1.808, -2.186)
H (-2.000, -2.471, -3.004)
H (-2.102, -0.881, -3.487)
H (-2.726, -1.416, -1.901)
H (2.873, 1.626, 1.994)
H (2.080, 2.526, 1.176)
O (2.270, 2.307, 2.161)
H (-2.178, 0.017, 3.402)
H (-0.952, -0.185, 2.481)
O (-1.899, -0.641, 2.783)
H (-0.176, 2.191, 1.067)
H (-1.595, 2.127, 0.583)
O (-0.751, 2.596, 0.421)
H (1.865, 2.763, -0.423)
H (0.855, 1.788, -1.134)
O (1.751, 1.834, -0.704)
H (-0.680, 0.948, -1.662)
H (0.415, 1.255, -2.756)
O (-0.248, 1.760, -2.108)
H (-2.863, -0.456, 0.917)
H (-3.191, -0.324, -0.603)
O (-2.885, 0.186, 0.246)

***

The following is a DFT calculation (ωB97M-V/def2-TZVPD) of a cluster of 9 separate species, C6H27NO9 in total.

Kohn-Sham gap (eV): 8.61
2S+1: 1
Net charge: 0
SMILES: NCC/C=C/C=C/O.O.O.O.O.O.O.O.O
Calculated total energy (Ha): -976.62436

Positions of all 43 atoms, in Å:
C (1.922, 0.100, 2.806)
C (0.416, -0.130, 3.118)
C (-0.496, -0.275, 1.881)
C (-0.094, 0.038, 0.654)
C (-0.926, 0.014, -0.563)
C (-1.120, 1.123, -1.279)
O (-1.708, 1.073, -2.522)
N (2.610, -0.666, 1.786)
H (1.989, 1.167, 2.555)
H (2.434, -0.065, 3.755)
H (0.366, -1.085, 3.660)
H (-0.034, 0.684, 3.681)
H (-1.447, -0.663, 2.147)
H (0.895, 0.461, 0.489)
H (-1.514, -0.820, -0.891)
H (-0.934, 2.133, -0.968)
H (-1.833, 1.968, -2.847)
H (2.845, -1.565, 2.182)
H (2.210, -0.746, 0.872)
H (-3.818, -1.700, 1.546)
H (-2.494, -2.009, 1.608)
O (-3.015, -1.352, 1.114)
H (1.184, -1.972, -2.154)
H (1.115, -1.630, -0.670)
O (0.753, -2.213, -1.336)
H (3.042, -0.620, -2.588)
H (2.927, 0.456, -1.612)
O (2.395, -0.284, -1.953)
H (2.439, 3.808, 0.913)
H (1.247, 2.929, 1.098)
O (2.022, 3.028, 0.526)
H (-2.087, 3.321, 0.887)
H (-1.859, 1.763, 1.043)
O (-1.839, 2.611, 1.481)
H (-1.350, -2.663, -1.356)
H (-1.047, -3.343, -2.661)
O (-1.783, -3.034, -2.127)
H (3.975, 0.499, 0.789)
H (3.072, 1.694, 0.240)
O (3.918, 1.215, 0.137)
H (-2.561, -1.462, -2.571)
H (-3.614, -0.608, -1.832)
O (-3.456, -1.078, -2.648)

***

The following is a DFT calculation (ωB97M-V/def2-TZVPD) of a cluster of 7 separate species, C6H28N2O6 in total.

Kohn-Sham gap (eV): 9.03
2S+1: 1
Net charge: 0
SMILES: CCC[C@H](N)CNC.O.O.O.O.O.O
Calculated total energy (Ha): -806.36211

Positions of all 42 atoms, in Å:
N (1.532, 0.622, 0.207)
C (0.180, 0.774, -0.329)
C (-0.705, -0.412, 0.040)
C (-0.952, -0.629, 1.551)
C (-0.041, -1.694, 2.160)
C (-0.437, 2.127, 0.080)
N (-1.648, 2.495, -0.655)
C (-2.888, 2.312, 0.070)
H (2.207, 1.136, -0.358)
H (1.613, 0.931, 1.169)
H (0.260, 0.806, -1.420)
H (-1.672, -0.326, -0.461)
H (-0.250, -1.316, -0.365)
H (-1.988, -0.941, 1.695)
H (-0.819, 0.310, 2.085)
H (-0.264, -2.683, 1.753)
H (-0.166, -1.777, 3.243)
H (1.007, -1.496, 1.935)
H (-0.611, 2.132, 1.156)
H (0.318, 2.890, -0.120)
H (-1.686, 2.027, -1.552)
H (-3.730, 2.503, -0.594)
H (-3.040, 1.333, 0.543)
H (-2.951, 3.012, 0.905)
H (2.243, -1.149, -0.032)
H (1.884, -2.600, -0.564)
O (2.628, -1.987, -0.402)
H (2.673, 0.414, -2.740)
H (3.372, 1.757, -3.056)
O (2.612, 1.384, -2.580)
H (1.222, 0.552, 3.614)
H (0.815, 2.012, 3.738)
O (1.322, 1.400, 3.194)
H (-0.176, -3.134, -2.115)
H (1.206, -2.834, -2.743)
O (0.754, -3.344, -2.045)
H (3.633, -1.685, -3.305)
H (2.832, -1.589, -1.959)
O (2.815, -1.355, -2.935)
H (-5.073, -0.817, 0.733)
H (-3.753, -0.177, 0.249)
O (-4.280, -0.982, 0.209)

***

The following is a DFT calculation (ωB97M-V/def2-TZVPD) of a cluster of 7 separate species, C6H28N2O6 in total.

Kohn-Sham gap (eV): 8.18
2S+1: 1
Net charge: 0
SMILES: CCNCCN(C)C.O.O.O.O.O.O
Calculated total energy (Ha): -806.17011

Positions of all 42 atoms, in Å:
C (0.919, 1.484, 0.734)
N (1.451, 1.047, -0.626)
C (2.137, -0.195, -0.496)
C (1.262, -1.482, -0.878)
C (-0.640, 1.323, 0.878)
N (-1.047, 1.155, 2.218)
C (-1.689, 2.354, 2.838)
C (-1.864, -0.102, 2.443)
H (1.221, 2.570, 0.725)
H (1.367, 0.975, 1.523)
H (0.736, 1.120, -1.373)
H (2.617, -0.188, 0.536)
H (3.137, -0.095, -1.039)
H (2.000, -2.213, -0.966)
H (0.280, -1.653, -0.344)
H (0.941, -1.467, -2.003)
H (-0.867, 0.333, 0.281)
H (-1.199, 2.109, 0.328)
H (-1.764, 2.142, 3.978)
H (-2.560, 2.476, 2.345)
H (-0.948, 3.181, 2.948)
H (-1.219, -0.970, 2.242)
H (-2.441, -0.197, 3.403)
H (-2.531, -0.200, 1.513)
H (-2.103, -0.085, -2.612)
H (-1.300, 0.472, -1.267)
O (-1.865, 0.688, -2.072)
H (0.342, 0.847, -4.176)
H (-0.423, 0.983, -2.798)
O (0.470, 1.152, -3.290)
H (3.043, -0.376, -3.837)
H (2.309, 0.165, -2.773)
O (3.018, 0.337, -3.414)
H (-1.663, -2.890, 1.825)
H (-0.237, -3.179, 2.184)
O (-0.917, -3.327, 1.455)
H (0.987, -1.336, 3.593)
H (0.341, -0.093, 3.248)
O (0.905, -0.783, 2.784)
H (-0.174, -2.015, -2.774)
H (-1.050, -2.318, -4.056)
O (-0.983, -1.749, -3.226)

***

The following is a DFT calculation (ωB97M-V/def2-TZVPD) of a cluster of 10 separate species, C6H28N2O9 in total.

Kohn-Sham gap (eV): 9.11
2S+1: 1
Net charge: 0
SMILES: CCCc1c[nH]cn1.O.O.O.O.O.O.O.O.O
Calculated total energy (Ha): -1032.07022

Positions of all 45 atoms, in Å:
C (-1.654, 1.780, 2.569)
C (-2.274, 0.637, 1.707)
C (-1.219, -0.390, 1.336)
C (-0.116, 0.130, 0.463)
C (-0.034, 0.469, -0.852)
N (1.261, 0.814, -1.050)
C (1.988, 0.694, 0.104)
N (1.124, 0.251, 1.014)
H (-1.881, 1.859, 3.628)
H (-0.568, 1.775, 2.441)
H (-1.908, 2.727, 2.082)
H (-2.556, 1.172, 0.801)
H (-3.123, 0.200, 2.226)
H (-1.626, -1.320, 0.924)
H (-0.740, -0.854, 2.206)
H (-0.769, 0.439, -1.636)
H (1.593, 1.179, -1.930)
H (3.039, 0.677, 0.327)
H (2.045, 3.180, 2.299)
H (1.958, 1.671, 2.797)
O (2.463, 2.489, 2.829)
H (0.679, -1.286, -2.988)
H (1.185, -0.562, -4.233)
O (1.445, -1.195, -3.559)
H (1.437, -3.176, 2.098)
H (1.825, -3.162, 0.582)
O (1.125, -3.358, 1.214)
H (-1.160, 3.670, -1.166)
H (-1.084, 2.187, -1.202)
O (-1.196, 2.928, -1.779)
H (-2.180, -1.344, -3.734)
H (-1.010, -1.367, -2.718)
O (-1.273, -1.069, -3.604)
H (4.007, -2.004, -1.399)
H (2.750, -1.517, -0.822)
O (3.506, -2.066, -0.576)
H (-0.196, -2.490, -0.465)
H (-1.565, -2.568, -1.086)
O (-0.638, -2.475, -1.323)
H (-3.191, -3.634, 0.728)
H (-2.503, -4.470, -0.267)
O (-3.067, -3.686, -0.227)
H (0.758, 4.717, 1.112)
H (2.069, 4.359, 0.363)
O (1.276, 3.990, 0.764)

***

The following is a DFT calculation (ωB97M-V/def2-TZVPD) of a cluster of 8 separate species, C6H28NO8 in total.

Kohn-Sham gap (eV): 7.42
2S+1: 1
Net charge: -1
Calculated total energy (Ha): -902.07775

Positions of all 43 atoms, in Å:
C (-2.650, -1.182, -1.875)
N (-2.196, -0.480, -0.653)
C (-0.911, -0.940, -0.135)
C (-0.954, -1.091, 1.398)
C (-2.193, -1.904, 1.849)
C (-1.005, 0.239, 2.232)
C (0.183, 0.106, -0.548)
O (0.112, 0.303, -1.928)
H (-3.636, -0.740, -2.037)
H (-2.556, -2.261, -1.809)
H (-2.030, -0.851, -2.712)
H (-2.215, 0.501, -0.873)
H (-0.658, -1.872, -0.636)
H (-0.064, -1.626, 1.738)
H (-1.952, -2.970, 1.848)
H (-3.060, -1.558, 1.307)
H (-2.371, -1.735, 2.919)
H (-1.898, 0.309, 2.842)
H (-0.571, 1.116, 1.770)
H (-0.280, 0.055, 3.047)
H (1.184, -0.287, -0.282)
H (-0.057, 1.065, -0.060)
H (-3.043, 1.081, 1.419)
H (-2.743, 2.362, 0.548)
O (-3.147, 2.038, 1.355)
H (2.172, 1.493, -3.466)
H (1.482, 0.294, -2.589)
O (2.355, 0.698, -2.967)
H (1.661, 1.482, 1.662)
H (2.777, 2.528, 2.036)
O (1.997, 2.367, 1.505)
H (2.998, 0.512, -0.527)
H (3.108, -0.486, -1.515)
O (3.285, -0.417, -0.560)
H (1.976, -2.209, -2.574)
H (0.565, -1.692, -2.220)
O (1.045, -2.435, -2.635)
H (3.907, -0.025, 1.596)
H (2.622, -0.557, 1.815)
O (3.281, -0.059, 2.330)
H (1.516, 2.474, -1.391)
H (0.838, 3.063, -0.167)
O (1.124, 3.293, -1.055)

***

The following is a DFT calculation (ωB97M-V/def2-TZVPD) of a cluster of 8 separate species, C6H28NO8 in total.

Kohn-Sham gap (eV): 9.38
2S+1: 1
Net charge: -1
Calculated total energy (Ha): -902.13580

Positions of all 43 atoms, in Å:
C (0.114, 1.008, 2.427)
O (-1.262, 1.220, 2.174)
C (0.945, 1.885, 1.464)
C (1.313, 1.293, 0.076)
C (2.315, 0.132, 0.145)
C (2.220, -0.848, -1.022)
C (1.828, -0.360, -2.424)
N (2.818, 0.628, -2.983)
H (0.391, -0.044, 2.562)
H (0.278, 1.609, 3.348)
H (1.883, 2.209, 1.898)
H (0.453, 2.873, 1.341)
H (0.459, 0.938, -0.496)
H (1.644, 2.196, -0.434)
H (2.235, -0.396, 1.100)
H (3.318, 0.598, 0.108)
H (3.225, -1.343, -1.121)
H (1.549, -1.677, -0.729)
H (0.832, 0.110, -2.315)
H (1.705, -1.133, -3.176)
H (2.287, 1.339, -3.476)
H (3.337, 1.102, -2.254)
H (-1.247, -3.275, 2.132)
H (-1.696, -1.533, 2.629)
O (-0.873, -2.388, 2.003)
H (-1.772, 0.393, 2.538)
H (-3.116, -1.022, 2.833)
O (-2.277, -0.840, 3.276)
H (1.014, -3.768, 0.223)
H (0.582, -3.034, 1.444)
O (1.402, -3.427, 1.037)
H (-0.393, -0.935, -0.393)
H (-1.124, -1.780, 0.694)
O (-1.213, -1.445, -0.314)
H (-3.308, 1.315, 0.974)
H (-3.721, 2.490, 0.227)
O (-3.948, 1.557, 0.283)
H (-2.060, 1.026, -4.303)
H (-1.301, 1.076, -3.057)
O (-1.160, 1.219, -4.019)
H (-3.149, 0.829, -1.192)
H (-1.991, -0.237, -1.377)
O (-2.535, 0.442, -1.850)

***

Respective energy relative to the best compared isomer or geometry (same formula, charge and spin) values: 37.2, 136.7, 1442.8, 285.1, 394.7, 287.1, 65.2, 569.3, 71.1, 289.7, 137.3 kJ/mol.
Respective maximum force values: 4.08, 2.82, 10.14, 6.28, 4.46, 2.57, 0.65, 11.13, 3.31, 2.61, 2.88 eV Å⁻¹.